Entry 1:
105
Properties=species:S:1:pos:R:3 method="wB97M-V/def2-TZVPD" energy_ev=-90170.4984 e_homo_ha="-0.557 / -0.556" multiplicity=2 homo_lumo_gap_ha="0.2347 / 0.2339" charge=+3
Ir 0.128 -1.507 0.091
C 0.323 3.015 -2.761
C 1.132 1.915 -3.429
C 2.278 1.304 -2.627
Sb 2.007 -0.486 -1.471
C 1.640 -1.958 -2.932
C 2.533 -3.002 -3.161
C 2.258 -3.937 -4.147
C 1.093 -3.843 -4.896
C 0.191 -2.815 -4.657
C 0.459 -1.882 -3.668
C 3.937 -0.839 -0.755
C 4.127 -1.119 0.594
C 5.400 -1.370 1.079
C 6.485 -1.343 0.217
C 6.301 -1.066 -1.130
C 5.030 -0.813 -1.619
Sb -1.372 2.847 -1.397
C -1.618 4.769 -0.678
C -1.391 5.103 0.652
C -1.510 6.422 1.055
C -1.841 7.405 0.135
C -2.061 7.076 -1.194
C -1.943 5.759 -1.605
C -3.007 2.385 -2.585
C -2.896 1.545 -3.687
C -4.011 1.265 -4.462
C -5.238 1.816 -4.128
C -5.359 2.645 -3.025
C -4.246 2.932 -2.248
H -0.305 3.554 -3.475
H 0.954 3.724 -2.225
H 1.605 2.415 -4.282
H 0.489 1.158 -3.880
H 3.052 0.958 -3.316
H 2.746 2.032 -1.962
H 3.449 -3.082 -2.588
H 2.963 -4.733 -4.344
H 0.889 -4.572 -5.666
H -0.714 -2.742 -5.243
H -0.257 -1.085 -3.490
H 3.280 -1.150 1.275
H 5.550 -1.584 2.127
H 7.478 -1.540 0.593
H 7.149 -1.048 -1.799
H 4.907 -0.601 -2.675
H -1.149 4.338 1.380
H -1.347 6.688 2.089
H -1.937 8.433 0.457
H -2.325 7.843 -1.906
H -2.141 5.513 -2.642
H -1.938 1.117 -3.962
H -3.924 0.626 -5.329
H -6.106 1.606 -4.739
H -6.317 3.078 -2.775
H -4.342 3.595 -1.396
O -2.065 1.967 0.314
C -1.885 0.706 0.487
O -1.252 0.064 -0.378
C -2.485 0.083 1.692
C -3.816 0.373 1.965
C -4.424 -0.157 3.093
C -3.686 -0.926 3.977
C -2.344 -1.195 3.730
C -1.728 -0.720 2.575
P 0.050 -0.909 2.245
C 0.660 0.788 2.543
C 1.496 1.521 1.710
C 1.869 2.815 2.042
C 1.411 3.391 3.217
C 0.582 2.670 4.064
C 0.203 1.381 3.730
C 0.829 -1.958 3.478
C 0.276 -3.176 3.884
C 0.916 -3.951 4.834
C 2.125 -3.531 5.372
C 2.693 -2.335 4.961
C 2.048 -1.546 4.024
H -4.377 1.008 1.293
H -5.465 0.053 3.294
H -4.146 -1.306 4.878
H -1.780 -1.752 4.462
H 1.888 1.076 0.806
H 2.538 3.366 1.395
H 1.708 4.397 3.479
H 0.231 3.110 4.987
H -0.446 0.834 4.402
H -0.658 -3.526 3.465
H 0.473 -4.879 5.163
H 2.620 -4.135 6.118
H 3.632 -2.008 5.383
H 2.484 -0.597 3.738
C -0.795 -4.349 -1.501
P -0.585 -3.729 0.188
C -2.207 -3.952 0.976
C 0.579 -4.882 0.959
H -1.218 -5.354 -1.423
H 0.164 -4.397 -2.016
H -1.471 -3.720 -2.077
H -2.370 -5.005 1.207
H -2.982 -3.623 0.284
H -2.294 -3.364 1.886
H 0.077 -5.834 1.136
H 0.977 -4.499 1.898
H 1.413 -5.052 0.276


Entry 2:
116
Properties=species:S:1:pos:R:3 method="wB97M-V/def2-TZVPD" energy_ev=-144152.5374 e_homo_ha="-0.187 / -0.234" multiplicity=4 homo_lumo_gap_ha="0.1923 / 0.2393" charge=0
V -0.971 -1.201 1.609
C -1.732 -0.187 5.241
C -0.218 -0.004 5.367
C 0.535 -0.044 4.032
N 0.244 -1.222 3.217
C 0.831 -2.359 3.537
C 1.810 -2.502 4.563
C 2.260 -3.630 5.213
C 1.884 -4.963 5.055
C 1.108 -5.463 4.020
C 0.576 -4.826 2.912
C 0.509 -3.448 2.582
N 0.100 -2.978 1.419
C -0.105 -3.931 0.341
C -1.562 -4.398 0.294
C -2.471 -3.206 0.007
N -2.555 -2.244 1.112
C -3.742 -1.895 1.588
C -4.882 -2.721 1.463
C -6.210 -2.532 1.808
C -6.842 -1.418 2.331
C -6.222 -0.223 2.670
C -4.886 0.129 2.668
C -3.714 -0.572 2.275
N -2.497 -0.055 2.355
C -2.331 1.183 3.112
C -2.499 0.993 4.632
H -2.136 -0.367 6.240
H -1.933 -1.081 4.652
H 0.174 -0.795 6.012
H 0.000 0.952 5.853
H 1.608 0.048 4.225
H 0.273 0.834 3.453
H 2.242 -1.578 4.924
H 2.985 -3.444 6.000
H 2.262 -5.672 5.781
H 0.934 -6.534 4.054
H 0.087 -5.490 2.212
H 0.579 -4.780 0.423
H 0.121 -3.426 -0.603
H -1.837 -4.848 1.251
H -1.687 -5.152 -0.489
H -3.451 -3.540 -0.325
H -2.041 -2.658 -0.836
H -4.672 -3.705 1.068
H -6.852 -3.388 1.625
H -7.913 -1.479 2.483
H -6.889 0.564 3.009
H -4.718 1.146 2.992
H -3.028 1.959 2.775
H -1.345 1.576 2.892
H -3.559 0.830 4.833
H -2.219 1.923 5.137
Cl 4.785 5.618 -4.600
C 4.734 4.648 -3.168
C 3.676 3.787 -2.951
C 3.653 3.020 -1.798
C 4.672 3.075 -0.850
C 4.674 2.222 0.397
C 3.480 2.424 1.328
N 2.168 1.917 0.948
C 1.071 2.657 0.545
C 0.012 1.794 0.544
N 0.442 0.546 0.947
C 1.730 0.657 1.160
O 4.937 0.833 0.231
C 4.493 0.124 -0.912
C 5.382 0.331 -2.109
C 5.054 -0.035 -3.374
Cl 3.598 -0.786 -3.879
S 6.297 0.305 -4.512
C 7.296 0.945 -3.275
C 6.695 0.889 -2.059
C 5.723 3.962 -1.111
Cl 7.080 4.124 -0.031
C 5.762 4.747 -2.251
H 2.888 3.689 -3.681
H 2.813 2.351 -1.644
H 5.505 2.559 1.007
H 3.383 3.490 1.528
H 3.751 1.925 2.258
H 1.146 3.713 0.334
H -1.029 1.992 0.330
H 2.375 -0.138 1.510
H 3.451 0.344 -1.164
H 4.535 -0.924 -0.613
H 8.276 1.326 -3.523
H 7.147 1.235 -1.138
H 6.590 5.420 -2.423
C -0.196 -0.166 -2.483
C -1.487 0.373 -1.972
N -2.183 -0.175 -1.007
C -3.314 0.598 -0.852
C -3.297 1.627 -1.735
N -2.142 1.465 -2.481
C -1.697 2.413 -3.478
N -1.504 1.821 -4.775
N -0.263 1.645 -5.285
N -0.352 1.140 -6.450
C -1.687 0.962 -6.752
C -2.312 0.476 -7.903
C -3.688 0.461 -7.913
C -4.440 0.910 -6.808
C -3.839 1.386 -5.665
C -2.443 1.403 -5.669
H 0.335 -0.631 -1.655
H 0.431 0.603 -2.931
H -0.377 -0.930 -3.243
H -4.074 0.349 -0.127
H -3.999 2.424 -1.932
H -0.768 2.896 -3.186
H -2.477 3.165 -3.560
H -1.724 0.128 -8.744
H -4.209 0.096 -8.788
H -5.521 0.877 -6.860
H -4.418 1.716 -4.812


Energy relative to the best compared isomer or geometry (same formula, charge and spin)
In order: 0.0; 19.8
Unit: kcal per mole